86
Properties=species:S:1:pos:R:3:forces:R:3 method="wB97M-V/def2-TZVPD" charge=+1 multiplicity=1 lumo_energy_ev=-3.85 homo_energy_ev=-8.2 gap_ev=4.38
C 4.24396 -1.22862 2.89109 0.1 -0.1 0.4
O 3.68424 -2.50202 3.11230 -0.5 0.2 -0.3
C 3.69007 -3.35181 1.96712 0.1 -0.3 0.1
C 2.53487 -4.34385 1.97889 0.1 -0.1 0.0
C 2.25057 -4.84108 0.55108 0.1 0.2 0.3
C 1.28960 -3.89611 -0.17515 0.1 -0.2 -0.2
C 0.48053 -4.52321 -1.32190 -0.2 0.5 0.3
C 0.09575 -3.46999 -2.37736 0.1 -0.6 0.0
N -1.17603 -2.81539 -2.02246 0.7 0.3 -0.2
C -1.18267 -1.74297 -1.33688 0.0 0.3 -0.4
N -2.28184 -1.04140 -0.84778 0.6 -0.6 1.2
C -1.69687 -0.03732 0.15304 -0.3 0.0 -0.3
O -2.45199 0.19956 1.25976 0.0 0.0 -0.1
C -2.99389 1.50220 1.40031 -0.3 0.0 0.2
C -2.05335 2.54772 1.99800 -0.4 0.4 0.0
C -0.94944 3.02321 1.05168 0.3 -0.3 0.3
O -1.55481 2.12930 3.27384 0.4 -0.4 -0.7
C -0.39776 -0.74613 0.48148 -0.4 0.4 -0.3
C 0.60674 -0.19256 1.45198 -0.9 -1.2 -0.2
O 1.22350 -1.31626 2.07732 2.0 0.4 -0.7
O 0.34428 -1.76849 3.14761 -1.0 -0.9 -0.5
N 0.04288 -1.08568 -0.91178 -0.6 -0.2 -0.1
P 0.58217 0.11774 -1.91227 1.0 -0.9 -0.3
O 1.85598 0.74096 -1.44148 0.3 -4.2 -0.4
P -2.92589 -3.58467 -2.57763 -1.4 0.1 0.2
N -3.00127 -5.03772 -1.88945 1.6 0.9 -0.6
O -2.50416 -3.92320 -4.10405 0.3 -0.1 0.0
H 3.63900 -0.47829 3.40861 0.1 -0.1 0.0
H 4.27562 -0.94557 1.83673 0.0 -0.1 -0.1
H 5.24263 -1.17548 3.32945 0.1 0.1 -0.2
H 3.65873 -2.75697 1.04818 -0.1 0.2 0.1
H 4.62334 -3.92367 1.95779 0.1 0.1 -0.1
H 1.63392 -3.87354 2.36826 0.0 0.0 0.0
H 2.77058 -5.17533 2.64020 0.0 0.0 0.0
H 3.20224 -4.84993 0.01308 0.0 -0.3 -0.2
H 1.87659 -5.86291 0.57276 -0.1 0.0 0.0
H 1.87096 -3.06475 -0.58275 0.0 0.1 0.1
H 0.59473 -3.48147 0.55709 0.0 0.1 0.0
H 1.00027 -5.35502 -1.79385 0.1 0.0 0.0
H -0.45138 -4.89435 -0.89587 0.0 -0.4 -0.1
H -0.04738 -3.92915 -3.35324 -0.2 0.0 0.0
H 0.89936 -2.74232 -2.47135 0.0 0.1 -0.1
H -2.85224 -1.68618 -0.28842 -0.6 0.2 -0.4
H -1.58539 0.87756 -0.43487 0.2 0.1 0.1
H -3.85113 1.39203 2.05850 0.0 -0.1 0.1
H -3.37334 1.87151 0.44192 0.0 0.1 0.0
H -2.68598 3.41917 2.19720 -0.1 0.0 -0.2
H -0.40148 2.19880 0.58563 -0.2 -0.1 0.3
H -1.35783 3.63921 0.25354 -0.1 0.1 -0.1
H -0.21372 3.62610 1.59796 -0.1 0.1 0.0
H -0.67540 2.50718 3.34479 -0.1 0.4 0.3
H -0.73115 -1.70024 0.91021 0.1 0.1 0.4
H 0.09678 0.41010 2.22738 -0.9 -0.5 -2.4
H 1.41677 0.38638 1.01869 0.2 0.0 -0.2
H 0.83195 -2.48341 3.60948 0.1 -0.2 -0.5
H 0.78771 -0.45830 -3.16357 -0.6 -0.2 -0.1
H -0.36149 1.17038 -2.06016 -0.1 -0.4 -0.2
H -2.34062 -5.74365 -2.19879 -0.2 -0.3 0.2
H -3.18499 -5.12410 -0.84892 -1.1 -0.8 0.0
H -2.50719 -4.87879 -4.27505 0.0 0.2 -0.1
Br -2.26413 -2.30084 3.55114 -0.1 0.2 0.0
C -1.99647 1.75103 -4.44802 0.0 0.0 0.0
C -0.98791 2.66242 -4.73657 -0.1 -0.1 0.1
C -1.20220 3.67424 -5.66156 0.0 0.0 0.0
C -2.43304 3.77495 -6.29367 0.0 0.0 0.0
C -3.44199 2.86644 -6.00440 0.0 0.0 0.0
C -3.22540 1.85116 -5.08401 0.0 0.0 0.0
H -1.83746 0.95197 -3.73141 0.0 0.0 0.0
H -0.02476 2.58865 -4.24057 0.1 0.0 0.0
H -0.41492 4.37981 -5.89195 0.0 0.0 0.0
H -2.60570 4.56265 -7.01442 0.0 0.0 0.0
H -4.40007 2.94845 -6.49944 0.0 0.0 0.0
H -4.00998 1.13961 -4.86423 0.0 0.0 0.0
Cs 1.11253 0.43939 4.03922 1.4 1.9 4.7
N 1.07928 6.13161 3.97037 0.1 -0.1 0.0
C 1.74438 6.25399 2.77538 0.0 -0.1 0.1
C 2.92203 6.90890 3.01505 0.0 -0.1 0.0
C 2.97411 7.18965 4.40669 0.0 0.0 0.0
C 1.82644 6.70020 4.96670 0.0 0.0 0.0
H 0.17826 5.71120 4.10133 -0.1 0.1 0.0
H 1.33083 5.87358 1.85765 -0.1 0.1 -0.1
H 3.66459 7.16327 2.27749 0.0 0.0 0.0
H 3.76254 7.69925 4.93333 0.0 0.0 0.0
H 1.47633 6.71357 5.98432 0.0 0.0 0.0
Cl -4.34437 -6.28724 0.22567 0.2 0.1 0.3
Cs 1.56149 2.92491 -1.12195 0.3 5.9 0.6